[1]
12
Properties=species:S:1:pos:R:3:lowdin_charge:R:1 method="wB97M-V/def2-TZVPD" homo_ev=-14.900 smiles="C=CC#[N+]C=C" e_tot_ha=-248.43791 lumo_energy_ha=-0.2428 total_charge=+1
C 1.530 -0.065 1.808 0.19
C 0.531 0.213 0.933 -0.11
C 0.338 1.051 -0.098 0.06
N -0.266 1.342 -1.070 0.21
C -1.221 0.426 -1.419 -0.16
C -0.912 -0.870 -1.325 0.09
H 2.411 0.624 1.962 0.12
H 1.588 -0.721 2.648 0.09
H -0.487 -0.183 1.067 0.17
H -2.131 0.975 -1.800 0.16
H -1.505 -1.649 -1.716 0.08
H 0.125 -1.145 -0.990 0.11

=====

[2]
82
Properties=species:S:1:pos:R:3:lowdin_charge:R:1 method="wB97M-V/def2-TZVPD" homo_ev="-4.054 / -4.151" multiplicity=4 e_tot_ha=-9880.93795 lumo_energy_ha="0.0664 / 0.0664" total_charge=-1
Co -0.609 0.243 -0.856 0.56
N 1.230 -1.074 -1.518 0.03
C 1.736 -0.681 -2.831 -0.25
C 3.274 -0.588 -2.914 -0.13
C 4.045 -0.096 -1.674 -0.18
C 3.546 1.156 -0.930 -0.17
N 2.892 2.158 -1.769 0.12
C 3.454 2.809 -2.752 -0.44
N 4.803 2.885 -2.820 0.20
N 2.691 3.390 -3.688 0.20
C 1.101 0.649 -3.293 -0.62
O 1.458 1.094 -4.399 -0.02
O 0.344 1.245 -2.476 -0.06
H 1.928 -0.961 -0.790 0.00
H 0.938 -2.043 -1.499 0.08
H 1.401 -1.413 -3.568 0.15
H 3.497 0.043 -3.776 0.10
H 3.681 -1.576 -3.148 0.11
H 5.083 0.036 -1.994 0.10
H 4.079 -0.882 -0.913 0.09
H 4.364 1.616 -0.366 0.12
H 2.795 0.934 -0.160 0.04
H 1.867 2.155 -1.728 0.12
H 5.325 2.706 -1.979 0.11
H 5.221 3.507 -3.487 0.11
H 1.875 2.808 -3.958 0.09
H 3.172 3.808 -4.466 0.11
F -5.136 1.007 -0.662 0.16
C -4.729 0.503 0.486 -0.66
F -3.984 1.385 1.139 0.14
F -5.807 0.242 1.240 0.12
S -3.777 -1.104 0.258 0.61
O -2.417 -0.818 0.691 -0.46
O -4.498 -2.056 1.052 -0.28
N -3.943 -1.410 -1.260 -0.28
S -2.917 -1.651 -2.402 0.62
O -1.538 -1.292 -2.092 -0.34
O -3.074 -2.939 -3.006 -0.27
C -3.494 -0.496 -3.741 -0.67
F -3.868 0.686 -3.315 0.17
F -4.529 -1.068 -4.369 0.12
F -2.492 -0.365 -4.618 0.14
Br 2.410 -1.312 1.988 0.14
C 1.122 2.125 0.843 -0.20
C 1.391 3.463 1.231 -0.16
C 0.548 4.524 0.949 -0.10
C -0.634 4.285 0.251 -0.03
C -0.892 2.985 -0.120 -0.20
N -0.051 1.978 0.166 -0.06
C -2.154 2.598 -0.885 -0.59
O -2.952 3.468 -1.209 0.04
O -2.260 1.338 -1.117 -0.13
H 2.306 3.662 1.785 0.07
H 0.800 5.533 1.261 0.09
H -1.344 5.058 -0.008 0.11
C 0.297 1.392 3.982 -0.23
Si -0.477 -0.270 3.656 0.28
C -2.332 -0.140 3.826 -0.20
C 0.250 -1.478 4.899 -0.23
As 0.051 -0.980 1.443 0.72
Si -0.539 -3.321 1.683 0.31
C -1.146 -3.981 0.038 -0.20
C 0.940 -4.354 2.181 -0.27
C -1.935 -3.614 2.896 -0.20
H 0.209 1.606 5.053 0.03
H -0.182 2.190 3.416 0.03
H 1.351 1.383 3.700 0.02
H -2.571 0.094 4.869 0.04
H -2.863 -1.048 3.542 0.01
H -2.704 0.672 3.199 0.02
H -0.306 -1.395 5.838 0.03
H 1.290 -1.205 5.087 0.02
H 0.235 -2.523 4.587 -0.01
H -0.462 -3.818 -0.796 0.02
H -2.106 -3.550 -0.239 0.01
H -1.298 -5.061 0.142 0.04
H 1.747 -4.280 1.450 0.01
H 0.612 -5.397 2.236 0.03
H 1.354 -4.065 3.148 0.01
H -2.863 -3.189 2.511 0.01
H -1.764 -3.225 3.901 0.01
H -2.067 -4.698 2.970 0.04

=====

[3]
112
Properties=species:S:1:pos:R:3:lowdin_charge:R:1 method="wB97M-V/def2-TZVPD" homo_ev=-7.773 e_tot_ha=-2299.97002 lumo_energy_ha=-0.1189 total_charge=0
Cd 1.212 -0.204 4.427 0.83
O 0.899 -1.520 1.348 -0.28
C 0.007 -1.022 0.334 -0.27
C -1.304 -0.114 0.739 -0.26
O -1.189 0.468 2.038 -0.26
H -0.355 -1.828 -0.304 0.09
H 0.628 -0.456 -0.361 0.09
H -2.173 -0.769 0.694 0.10
H -1.350 0.639 -0.048 0.10
C 2.003 5.806 -3.462 -0.06
C 1.994 5.727 -1.928 -0.47
C 2.795 6.792 -1.288 -0.25
O 4.178 6.698 -1.499 -0.14
C 4.815 7.669 -0.729 -0.14
N 0.591 5.826 -1.620 0.04
H 1.597 4.871 -3.847 0.07
H 3.009 5.732 -3.875 0.07
H 1.444 6.642 -3.883 0.08
H 2.428 4.795 -1.566 0.14
H 2.536 6.702 -0.233 0.12
H 2.393 7.758 -1.596 0.14
H 4.665 7.576 0.346 0.09
H 4.689 8.687 -1.100 0.09
H 5.897 7.540 -0.736 0.08
H 0.236 4.882 -1.668 0.08
H 0.574 6.088 -0.644 0.07
C -4.135 -6.575 0.868 -0.07
C -4.738 -6.946 -0.508 -0.42
C -3.658 -7.279 -1.531 -0.20
O -4.234 -7.440 -2.833 -0.17
C -3.335 -7.554 -3.857 -0.16
N -5.505 -8.135 -0.253 0.02
H -3.352 -5.818 0.816 0.07
H -3.754 -7.465 1.370 0.07
H -4.830 -6.259 1.646 0.07
H -5.410 -6.148 -0.824 0.14
H -3.058 -8.152 -1.277 0.13
H -2.981 -6.424 -1.545 0.12
H -2.698 -8.438 -3.845 0.08
H -2.559 -6.789 -3.888 0.08
H -3.873 -7.534 -4.805 0.09
H -5.939 -8.454 -1.108 0.07
H -4.915 -8.898 0.043 0.07
C -9.819 1.622 1.308 -0.09
C -8.492 1.889 0.605 -0.37
C -8.739 2.892 -0.581 -0.23
O -9.180 4.155 -0.162 -0.21
C -9.218 5.116 -1.178 -0.10
N -7.681 2.675 1.582 0.03
H -10.541 1.122 0.663 0.07
H -10.303 2.503 1.729 0.08
H -9.720 0.869 2.090 0.07
H -8.026 0.980 0.224 0.13
H -9.346 2.473 -1.383 0.12
H -7.772 3.050 -1.058 0.11
H -9.863 4.844 -2.013 0.09
H -8.179 5.275 -1.465 0.09
H -9.613 6.069 -0.824 0.09
H -6.681 2.654 1.442 0.06
H -7.981 3.569 1.220 0.04
C 5.453 0.410 -3.838 -0.05
C 5.710 -0.422 -5.120 -0.42
C 4.504 -0.470 -6.077 -0.18
O 3.420 -1.143 -5.457 -0.21
C 2.176 -1.156 -6.018 -0.13
N 6.930 0.145 -5.715 0.02
H 6.379 0.525 -3.275 0.07
H 4.785 -0.221 -3.252 0.06
H 4.846 1.298 -4.014 0.08
H 5.956 -1.452 -4.863 0.13
H 4.773 -1.037 -6.967 0.12
H 4.172 0.503 -6.439 0.13
H 1.815 -0.128 -5.981 0.09
H 1.532 -1.877 -5.515 0.09
H 2.249 -1.487 -7.053 0.09
H 7.669 -0.209 -5.124 0.07
H 7.034 -0.233 -6.645 0.06
C 6.336 2.535 3.592 -0.06
C 5.378 1.371 3.950 -0.41
C 5.606 0.585 5.276 -0.19
O 4.559 -0.351 5.540 -0.27
C 4.793 -1.120 6.674 -0.14
N 4.020 1.917 4.053 0.00
H 6.089 3.373 4.244 0.07
H 6.212 2.816 2.546 0.07
H 7.396 2.293 3.676 0.07
H 5.391 0.691 3.098 0.13
H 5.621 1.327 6.074 0.12
H 6.560 0.065 5.185 0.12
H 3.956 -1.748 6.979 0.08
H 4.758 -0.460 7.541 0.08
H 5.726 -1.676 6.576 0.09
H 3.984 2.645 4.753 0.07
H 3.879 2.384 3.169 0.07
O 1.342 -6.769 2.723 -0.05
H 1.362 -5.872 2.388 0.03
H 1.946 -7.250 2.157 0.03
O -5.099 -0.890 4.783 -0.05
H -5.821 -0.715 4.179 0.03
H -4.334 -0.498 4.364 0.03
O -1.938 5.353 3.712 -0.06
H -1.847 4.427 3.485 0.03
H -2.699 5.384 4.291 0.03
O 3.763 -4.293 -2.703 -0.05
H 3.779 -3.649 -3.411 0.02
H 3.434 -3.808 -1.946 0.03
O -0.294 -3.073 5.886 -0.12
H -0.169 -3.934 5.485 0.03
H -1.008 -3.200 6.509 0.03
O 5.624 -4.368 2.260 -0.05
H 4.848 -3.809 2.250 0.03
H 5.352 -5.166 1.807 0.03

=====

[4]
11
Properties=species:S:1:pos:R:3:lowdin_charge:R:1 method="wB97M-V/def2-TZVPD" homo_ev="-9.278 / -9.274" multiplicity=2 e_tot_ha=-1545.75341 lumo_energy_ha="-0.0337 / -0.2385" total_charge=0
Rb -1.541 0.813 0.485 1.08
Cl -0.525 0.274 -2.967 0.62
O -1.759 -0.303 -3.446 -0.35
O -0.585 1.661 -2.628 -0.39
O -0.329 -0.414 -1.688 -0.55
O 0.554 0.070 -3.875 -0.32
Cl 0.830 -0.477 2.875 0.71
O 0.485 0.829 2.427 -0.26
O -0.203 -1.268 2.347 -0.26
O 2.071 -0.609 2.125 -0.06
O 1.002 -0.577 4.346 -0.21

=====

[5]
8
Properties=species:S:1:pos:R:3:lowdin_charge:R:1 method="wB97M-V/def2-TZVPD" homo_ev="-8.499 / -8.499" smiles="C=NC1=C(Cl)O1" e_tot_ha=-705.50633 lumo_energy_ha="-0.0432 / -0.0431" total_charge=0
C -0.035 0.031 -0.043 0.08
N -1.074 -0.683 -0.431 0.14
C -2.145 -1.172 -0.914 -0.47
C -3.567 -1.668 -0.918 -0.44
Cl -3.572 -3.089 0.200 0.48
O -2.429 -1.917 -1.906 0.00
H 0.891 -0.441 0.481 0.11
H 0.200 1.085 -0.400 0.10

=====

[6]
233
Properties=species:S:1:pos:R:3:lowdin_charge:R:1 method="wB97M-V/def2-TZVPD" homo_ev=-7.945 smiles="CN(C)P(=O)(N(C)C)N(C)C.CN(C)P(=O)(N(C)C)N(C)C.CN(C)P(=O)(N(C)C)N(C)C.CN(C)P(=O)(N(C)C)N(C)C.CN(C)P(=O)(N(C)C)N(C)C.CN(C)P(=O)(N(C)C)N(C)C.CN(C)P(=O)(N(C)C)N(C)C.O=C1OC[C@@H](F)O1.O=C1OC[C@@H](F)O1.O=C1OC[C@@H](F)O1" e_tot_ha=-7067.36586 lumo_energy_ha=0.0026 total_charge=0
C 10.379 18.152 5.925 -0.10
N 9.986 19.394 6.597 -0.28
C 8.592 19.604 6.868 -0.12
P 11.116 20.510 7.175 0.53
O 10.543 21.865 7.362 -0.29
N 11.741 19.828 8.598 -0.32
C 11.029 20.182 9.830 -0.10
C 12.282 18.477 8.586 -0.12
N 12.389 20.471 6.114 -0.30
C 13.735 20.958 6.420 -0.10
C 11.999 20.670 4.683 -0.08
H 11.455 18.013 6.003 0.06
H 10.127 18.187 4.863 0.06
H 9.887 17.337 6.456 0.09
H 8.169 20.502 6.393 0.08
H 8.310 19.684 7.920 0.08
H 7.967 18.870 6.352 0.08
H 10.920 21.263 9.876 0.07
H 10.041 19.707 9.770 0.08
H 11.564 19.792 10.693 0.08
H 13.118 18.367 7.896 0.08
H 12.671 18.253 9.580 0.08
H 11.488 17.752 8.377 0.08
H 13.759 22.046 6.301 0.08
H 13.891 20.724 7.473 0.07
H 14.452 20.476 5.759 0.08
H 12.787 21.229 4.182 0.08
H 11.069 21.235 4.670 0.05
H 11.909 19.692 4.210 0.07
C 3.955 24.265 2.116 -0.09
N 4.611 24.936 3.263 -0.27
C 6.064 24.778 3.364 -0.09
P 3.815 26.280 3.893 0.54
O 4.073 27.566 3.232 -0.28
N 2.200 25.861 3.967 -0.30
C 1.688 24.608 4.488 -0.13
C 1.198 26.895 3.718 -0.10
N 4.381 26.329 5.502 -0.30
C 4.375 25.142 6.339 -0.14
C 4.400 27.593 6.213 -0.12
H 3.979 24.950 1.263 0.06
H 2.961 23.934 2.399 0.06
H 4.561 23.411 1.824 0.05
H 6.403 23.897 2.814 0.06
H 6.300 24.597 4.412 0.07
H 6.549 25.609 2.847 0.07
H 2.528 23.947 4.702 0.07
H 1.063 24.686 5.380 0.08
H 1.099 24.103 3.715 0.07
H 0.480 26.951 4.537 0.08
H 1.691 27.857 3.595 0.07
H 0.663 26.697 2.784 0.08
H 5.042 25.193 7.199 0.08
H 3.344 24.969 6.673 0.07
H 4.643 24.241 5.785 0.06
H 4.252 27.443 7.283 0.08
H 3.586 28.268 5.928 0.07
H 5.321 28.153 6.038 0.08
C 2.828 12.756 4.732 -0.12
N 3.638 12.764 3.523 -0.31
C 2.954 13.273 2.311 -0.11
P 5.326 12.775 3.698 0.52
O 5.809 11.961 4.822 -0.27
N 5.851 12.201 2.205 -0.31
C 7.146 12.669 1.711 -0.12
C 5.620 10.807 1.809 -0.10
N 5.748 14.396 3.703 -0.29
C 6.813 14.789 4.630 -0.11
C 5.517 15.379 2.664 -0.11
H 3.031 11.784 5.187 0.08
H 1.779 13.007 4.604 0.08
H 3.219 13.497 5.445 0.08
H 3.651 13.317 1.480 0.06
H 2.617 14.288 2.546 0.07
H 2.104 12.624 2.110 0.08
H 7.353 13.740 1.725 0.06
H 7.999 12.167 2.179 0.08
H 7.202 12.448 0.641 0.08
H 4.578 10.569 2.015 0.08
H 5.859 10.698 0.754 0.08
H 6.269 10.182 2.431 0.09
H 6.585 15.747 5.106 0.08
H 6.819 14.154 5.517 0.07
H 7.785 14.764 4.134 0.08
H 4.739 15.088 1.965 0.06
H 6.450 15.592 2.134 0.07
H 5.168 16.313 3.106 0.07
C 8.213 16.447 -5.656 -0.11
N 7.507 17.181 -4.617 -0.30
C 6.077 16.947 -4.543 -0.14
P 8.329 18.400 -3.768 0.53
O 9.587 18.789 -4.432 -0.28
N 7.214 19.586 -3.530 -0.31
C 7.311 20.508 -2.388 -0.09
C 6.563 20.177 -4.712 -0.08
N 8.583 17.675 -2.247 -0.30
C 7.499 17.292 -1.375 -0.12
C 9.889 17.202 -1.876 -0.12
H 9.276 16.408 -5.428 0.07
H 8.130 16.969 -6.617 0.08
H 7.826 15.447 -5.854 0.08
H 5.884 15.885 -4.351 0.08
H 5.613 17.093 -5.527 0.08
H 5.515 17.521 -3.810 0.06
H 6.517 21.242 -2.523 0.06
H 7.185 20.005 -1.440 0.04
H 8.202 21.131 -2.521 0.10
H 7.327 20.781 -5.214 0.09
H 6.188 19.404 -5.378 0.07
H 5.799 20.859 -4.346 0.08
H 7.591 17.647 -0.342 0.08
H 6.577 17.783 -1.695 0.04
H 7.358 16.208 -1.423 0.09
H 9.844 16.114 -1.727 0.07
H 10.226 17.699 -0.960 0.08
H 10.612 17.371 -2.674 0.07
C 11.037 14.019 2.107 -0.10
N 12.178 13.494 1.352 -0.31
C 12.172 12.072 0.992 -0.09
P 13.558 14.436 1.122 0.52
O 14.768 13.794 1.657 -0.28
N 13.671 14.593 -0.538 -0.30
C 12.531 14.881 -1.431 -0.10
C 14.973 14.537 -1.188 -0.12
N 13.182 15.911 1.850 -0.31
C 13.841 16.246 3.096 -0.11
C 12.330 16.915 1.275 -0.11
H 10.298 13.222 2.198 0.07
H 10.517 14.766 1.493 0.06
H 11.315 14.507 3.039 0.08
H 13.135 11.762 0.598 0.08
H 11.405 11.837 0.247 0.07
H 11.882 11.593 1.929 0.08
H 11.599 14.689 -0.902 0.06
H 12.510 15.947 -1.664 0.07
H 12.620 14.264 -2.322 0.09
H 15.732 15.031 -0.584 0.08
H 15.277 13.547 -1.527 0.08
H 14.967 15.150 -2.097 0.08
H 13.132 16.677 3.802 0.07
H 14.244 15.340 3.549 0.08
H 14.672 16.924 2.866 0.08
H 12.883 17.723 0.780 0.08
H 11.723 17.424 2.029 0.08
H 11.642 16.453 0.571 0.05
C 0.672 21.753 -0.371 -0.08
N 1.120 20.884 0.724 -0.31
C 0.389 21.034 1.973 -0.10
P 2.716 20.379 0.710 0.53
O 3.743 21.439 0.740 -0.27
N 2.885 19.283 1.971 -0.30
C 4.248 19.164 2.504 -0.10
C 2.021 18.107 2.140 -0.10
N 2.888 19.415 -0.635 -0.29
C 4.181 19.501 -1.316 -0.10
C 1.900 18.547 -1.267 -0.11
H 0.457 22.739 0.047 0.09
H -0.230 21.290 -0.775 0.08
H 1.447 21.845 -1.128 0.08
H -0.666 20.875 1.721 0.09
H 0.543 22.047 2.357 0.07
H 0.620 20.264 2.701 0.06
H 4.378 18.390 3.259 0.07
H 4.828 18.837 1.633 0.08
H 4.618 20.086 2.940 0.07
H 2.141 17.799 3.180 0.08
H 0.984 18.404 2.011 0.06
H 2.358 17.290 1.497 0.08
H 4.966 19.710 -0.595 0.05
H 4.307 18.530 -1.800 0.07
H 4.175 20.307 -2.056 0.08
H 2.214 17.503 -1.230 0.08
H 1.726 18.948 -2.269 0.08
H 0.912 18.542 -0.803 0.07
C 4.247 23.442 -1.270 -0.11
N 5.448 24.277 -1.163 -0.29
C 6.447 23.900 -0.177 -0.11
P 5.549 25.813 -1.854 0.53
O 4.483 26.095 -2.848 -0.30
N 5.722 26.959 -0.661 -0.29
C 6.876 27.222 0.165 -0.13
C 4.505 27.574 -0.065 -0.08
N 7.068 25.836 -2.584 -0.31
C 7.637 24.629 -3.149 -0.12
C 7.629 27.049 -3.119 -0.12
H 4.527 22.393 -1.227 0.04
H 3.807 23.604 -2.255 0.08
H 3.538 23.706 -0.485 0.06
H 6.387 24.606 0.661 0.05
H 7.473 23.975 -0.547 0.07
H 6.248 22.881 0.151 0.07
H 7.745 26.595 -0.059 0.07
H 7.261 28.235 0.008 0.09
H 6.716 27.019 1.227 0.07
H 3.727 27.612 -0.826 0.07
H 4.138 26.934 0.740 0.04
H 4.789 28.561 0.287 0.09
H 8.726 24.648 -3.035 0.09
H 7.171 23.729 -2.759 0.05
H 7.470 24.618 -4.236 0.08
H 7.570 27.125 -4.209 0.08
H 8.641 27.184 -2.728 0.08
H 7.010 27.878 -2.765 0.08
O 11.927 21.359 -0.082 0.17
C 13.030 21.175 0.339 -0.57
O 13.663 19.997 0.348 0.05
C 14.899 20.155 1.034 -0.06
C 15.207 21.622 0.707 -0.27
F 15.724 21.770 -0.524 0.10
O 13.860 22.129 0.769 0.13
H 14.785 19.874 2.083 0.13
H 15.607 19.418 0.654 0.14
H 15.847 22.128 1.427 0.17
O 9.003 24.649 1.662 0.18
C 9.525 24.624 2.728 -0.55
O 10.004 23.543 3.367 0.06
C 10.159 23.901 4.751 -0.06
C 10.423 25.374 4.638 -0.30
F 11.749 25.641 4.378 0.06
O 9.637 25.709 3.534 0.15
H 9.233 23.790 5.324 0.15
H 10.877 23.308 5.311 0.11
H 10.215 25.880 5.582 0.18
O 7.952 17.780 3.319 0.16
C 8.098 18.863 2.864 -0.55
O 9.219 19.366 2.312 0.05
C 9.012 20.781 2.000 0.00
C 7.508 20.826 2.005 -0.31
F 7.042 20.581 0.743 0.05
O 7.152 19.848 2.932 0.11
H 9.444 21.298 2.855 0.11
H 9.579 21.002 1.099 0.14
H 7.149 21.810 2.303 0.16

=====

[7]
21
Properties=species:S:1:pos:R:3:lowdin_charge:R:1 method="wB97M-V/def2-TZVPD" homo_ev="-4.318 / -8.761" multiplicity=2 e_tot_ha=-324.98009 lumo_energy_ha="0.0387 / 0.0347" total_charge=0
C 0.275 -0.981 1.681 -0.14
C 1.445 -0.328 -0.343 -0.51
N 0.305 -0.892 0.245 -0.06
N 2.076 0.790 0.213 0.07
N 1.790 -0.730 -1.631 0.09
H -0.562 -0.947 -0.267 0.09
H 1.667 1.443 0.859 0.07
H 3.073 0.676 0.284 0.07
H 1.257 -1.498 -1.993 0.07
H 2.320 -0.142 -2.244 0.06
H 1.275 -0.920 2.102 0.08
H -0.147 -1.934 1.978 0.07
H -0.281 -0.203 2.212 0.06
C -2.563 0.662 0.601 -0.18
C -2.686 1.204 -0.821 -0.16
H -2.720 -0.412 0.688 0.07
H -1.656 1.008 1.079 0.04
H -3.344 1.137 1.195 0.06
H -3.526 0.759 -1.363 0.06
H -1.824 0.939 -1.427 0.05
H -2.847 2.281 -0.800 0.06